Record 1
This record from OMol25 describes 2 unconnected molecules or ions with the total composition C5H12Cl2P2. The level of theory is ωB97M-V/def2-TZVPD.

Last column: natural (NBO) charge in e.
Cartesian coordinates (Å):
C  0.273  1.879  1.098  -0.98
C  2.628  1.240  -0.563  -0.89
C  -1.394  -2.307  -1.008  -0.98
C  -2.165  -0.360  0.718  -0.92
C  0.042  0.034  -1.074  -0.51
P  0.813  1.621  -0.668  0.93
P  -1.624  -0.492  -1.033  0.94
Cl  1.826  -1.134  1.485  -0.83
Cl  0.963  -0.775  -2.287  0.12
H  0.676  2.801  1.465  0.24
H  0.655  1.159  1.830  0.30
H  -0.779  2.111  1.414  0.25
H  3.018  1.089  -1.501  0.23
H  2.813  0.305  -0.054  0.31
H  2.879  2.095  -0.029  0.23
H  -1.097  -2.870  -1.917  0.26
H  -2.244  -2.867  -0.585  0.25
H  -0.452  -2.502  -0.371  0.28
H  -2.239  0.699  0.855  0.23
H  -1.443  -0.927  1.351  0.28
H  -3.150  -0.798  0.872  0.25

Calculated values
Frontier orbital gap (spin up / spin down), eV: 5.83 / 5.83
LUMO (spin up / spin down), Ha: -0.08397 / -0.08398

---

Record 2
This record from OMol25 describes a molecular structure, ClH5N3PS. The level of theory is ωB97M-V/def2-TZVPD.

Last column: natural (NBO) charge in e.
Cartesian coordinates (Å):
N  0.437  -0.687  1.345  -1.16
N  0.167  -0.856  -1.292  -1.24
N  -1.497  0.944  0.002  -1.07
P  -0.051  0.236  -0.037  1.86
S  1.341  1.807  -0.003  -0.27
Cl  -2.681  -0.306  -0.052  0.06
H  1.463  -1.001  1.192  0.39
H  0.446  -0.019  2.161  0.40
H  0.623  -0.892  -2.214  0.44
H  -0.459  -1.629  -1.239  0.41
H  0.211  2.402  0.138  0.18

Calculated values
Frontier orbital gap, eV: 9.13
LUMO, Ha: 0.02138

---

Relative energy (zero: lowest compared OMol25 entry of this formula, charge and spin) for the records above, in order: 7.97; 31.92 kcal per mole
E for the records above, in order: -48999.4152; -37197.3879 eV